Record 1
ORCA calculation (wB97M-V/def2-TZVPD) on the molecule C2H3OP.

Calculated values
SMILES: OP1=CC=1
Charge: 0
Energy relative to the best compared isomer or geometry (same formula, charge and spin) (kcal/mol): 21.6
HOMO (eV): -9.54
Multiplicity: 1

Geometry as XYZ:
```
7
Properties=species:S:1:pos:R:3:mulliken_charge:R:1
O 1.3808 1.1249 0.0341 -0.505
P 0.1632 0.4679 1.0270 0.006
C -0.9728 -0.2431 -0.2414 -0.250
C -0.0263 -1.0760 0.1584 -0.306
H 1.1349 2.0855 0.0700 0.305
H -1.8033 -0.2684 -1.0800 0.306
H 0.1236 -2.0908 0.0318 0.444
```

Record 2
ORCA calculation (wB97M-V/def2-TZVPD) on a structure of composition C11H26ClI2N2P2SeTc.

Calculated values
Charge: +3
HOMO (spin up / spin down) (eV): -17.66 / -18.31
Multiplicity: 4

Geometry as XYZ:
```
46
Properties=species:S:1:pos:R:3:mulliken_charge:R:1
I 0.5813 0.8800 -4.9023 0.152
I 0.0237 2.7432 -2.5367 0.050
Tc 0.2930 0.2701 -1.5330 -0.115
P -1.9236 -0.2112 -1.2022 1.076
C -3.0153 0.8055 -0.1456 -1.161
C -2.6188 0.0919 -2.8499 -0.982
H -3.6973 -0.0638 -2.7896 0.457
H -3.5750 -1.9260 -0.8680 0.457
H -2.1619 -0.5947 -3.5654 0.358
H -1.9897 -2.6191 -1.3609 0.412
H -2.8161 1.8701 -0.2832 0.368
H -2.3913 1.1151 -3.1668 0.359
C -2.4893 -1.8758 -0.7295 -1.155
H -4.0442 0.5743 -0.4373 0.537
H -2.2520 -2.0807 0.3216 0.347
H -2.8745 0.5552 0.9079 0.296
P 2.5568 -0.1935 -1.1964 1.004
C 3.5660 0.8389 -0.0698 -1.178
C 3.2038 -1.8563 -0.8126 -1.126
H 2.8706 -0.5513 -3.5434 0.313
H 4.3797 0.0126 -2.7452 0.464
H 3.0458 1.1624 -3.1287 0.336
C 3.2963 0.1446 -2.8152 -0.991
H 2.7239 -2.5868 -1.4710 0.432
H 4.2849 -1.8356 -0.9881 0.482
H 4.6139 0.5976 -0.2671 0.469
H 3.3280 0.6167 0.9735 0.405
H 3.0157 -2.1281 0.2325 0.315
H 3.3837 1.8992 -0.2606 0.444
Cl 0.3037 -1.8432 -2.6110 -0.286
C 0.9547 -1.4444 2.0281 -0.473
N -0.0469 -0.5357 2.5525 0.233
C -0.7594 -0.7662 3.7246 -0.482
C -1.5219 0.3272 3.9549 -0.506
N -1.2682 1.2179 2.9244 0.224
C -1.8685 2.5406 2.8359 -0.889
C -0.3587 0.7007 2.0595 -0.043
Se 0.4707 1.5886 0.6053 -0.151
H 1.4000 -0.9916 1.1281 -0.434
H 0.5108 -2.4149 1.7490 0.391
H 1.7508 -1.6174 2.7777 0.447
H -0.6355 -1.6633 4.2956 0.552
H -2.1792 0.5810 4.7554 0.553
H -2.9564 2.4860 2.7222 0.381
H -1.6804 3.1053 3.7557 0.371
H -1.4337 3.0750 1.9754 0.285
```

Record 3
ORCA calculation (wB97M-V/def2-TZVPD) on the molecule C5H10BN.

Calculated values
SMILES: CB1CC=CN1C
Charge: 0
Energy relative to the best compared isomer or geometry (same formula, charge and spin) (kcal/mol): 3.4
HOMO (eV): -8.42
Multiplicity: 1

Geometry as XYZ:
```
17
Properties=species:S:1:pos:R:3:mulliken_charge:R:1
C -1.9345 0.5655 0.0794 -1.039
B -0.5719 -0.2396 0.0469 0.160
C -0.3880 -1.8253 0.0921 -0.749
C 1.0965 -1.9908 -0.0183 -0.290
C 1.7147 -0.8249 -0.0877 -0.458
N 0.7015 0.3111 -0.0527 0.052
C 1.2035 1.6542 -0.0975 -0.920
H -1.9125 1.3948 0.7837 0.318
H -2.7788 -0.0671 0.3437 0.292
H -2.1521 0.9913 -0.8989 0.340
H -0.7469 -2.2727 1.0224 0.326
H -0.8991 -2.3623 -0.7097 0.338
H 1.5848 -2.9499 -0.0349 0.380
H 2.7534 -0.5674 -0.1688 0.314
H 0.5206 2.2881 -0.6647 0.330
H 1.3099 2.0747 0.9087 0.297
H 2.1816 1.6736 -0.5796 0.309
```

Record 4
ORCA calculation (wB97M-V/def2-TZVPD) on the molecule C7H6O3.

Calculated values
SMILES: O=C(O)c1ccccc1O
Charge: 0
Energy relative to the best compared isomer or geometry (same formula, charge and spin) (kcal/mol): 4.6
HOMO (eV): -9.00
Multiplicity: 1

Geometry as XYZ:
```
16
Properties=species:S:1:pos:R:3:mulliken_charge:R:1
O -2.0797 -1.8151 -0.7189 -0.671
C -1.7474 -0.6321 -0.7243 0.766
O -2.5621 0.4281 -1.0099 -0.445
C -0.4950 -0.1009 -0.1676 0.184
C -0.2681 1.2546 0.0185 -0.155
C 0.9629 1.7189 0.3382 -0.420
C 2.0279 0.8035 0.4672 -0.255
C 1.8329 -0.5724 0.3263 -0.702
C 0.5014 -1.0848 0.2306 0.284
O 0.3295 -2.4655 0.1449 -0.534
H -3.4788 0.2252 -1.1161 0.345
H -1.0112 2.1466 0.1139 0.204
H 1.0821 2.8300 0.5569 0.280
H 3.0003 1.1263 0.7293 0.406
H 2.5174 -1.2987 0.7326 0.352
H -0.6120 -2.5636 0.0784 0.361
```

Record 5
ORCA calculation (wB97M-V/def2-TZVPD) on a cluster of 15 separate species, H30O15 in total.

Calculated values
Charge: 0
Energy relative to the best compared isomer or geometry (same formula, charge and spin) (kcal/mol): 36.9
HOMO (eV): -10.21
Multiplicity: 1

Geometry as XYZ:
```
45
Properties=species:S:1:pos:R:3:mulliken_charge:R:1
O 1.9745 -0.4036 -2.4261 -0.619
H 2.6377 -0.3179 -3.0973 0.260
H 1.0660 -0.4615 -2.8127 0.322
O -1.8571 0.0085 2.3784 -0.595
H -2.4717 -0.1816 3.0524 0.273
H -2.1120 0.7899 1.9408 0.354
O -2.3158 1.8899 0.4149 -0.686
H -2.2149 2.8380 0.5013 0.327
H -1.7250 1.8562 -0.3054 0.136
O 0.0040 0.2572 -0.3361 1.381
H -0.1251 -0.6809 -0.4007 -0.030
H 0.1934 0.4866 0.6067 -0.202
O -0.4693 2.5070 -1.6285 -0.896
H -0.2523 1.5578 -1.5441 0.209
H 0.2322 2.9749 -2.0951 0.328
O 2.9657 -0.0607 3.1828 -0.610
H 2.1537 0.0803 2.6920 0.326
H 2.7895 0.3044 4.0318 0.285
O 0.5019 -2.7500 -1.4900 -0.643
H 0.5308 -3.6394 -1.1848 0.252
H 1.4609 -2.6225 -1.5291 0.267
O 0.8696 1.3733 1.9350 -0.588
H 0.2205 1.4042 2.6551 0.247
H 0.8279 2.2779 1.6270 0.382
O 0.9274 3.6228 0.3694 -0.780
H 1.8752 3.5769 0.4249 0.321
H 0.7900 2.8425 -0.1754 0.305
O 2.4780 -0.9991 0.5148 -0.634
H 1.7335 -1.4421 0.8375 0.323
H 2.0730 -0.3805 -0.0257 0.153
O 0.0969 -2.2977 1.5916 -0.592
H -0.5596 -1.6339 1.5455 0.109
H -0.4067 -3.0935 1.4424 0.302
O -2.0559 -2.9538 -2.2960 -0.682
H -2.6206 -2.4249 -1.7434 0.365
H -1.1746 -2.8392 -1.9360 0.450
O -2.5741 -1.8965 0.0547 -0.558
H -2.8737 -1.3868 0.8007 0.200
H -2.3541 -2.7428 0.3967 0.259
O 2.9019 1.5960 -0.6339 -0.627
H 2.4523 1.1098 -1.3409 0.312
H 3.6836 1.0363 -0.4931 0.315
O -3.1110 -0.0384 -2.0423 -0.612
H -2.8865 0.0012 -1.1304 0.278
H -3.2802 0.8559 -2.3292 0.315
```

Record 6
ORCA calculation (wB97M-V/def2-TZVPD) on the ion CH7N5P with charge +1.

Calculated values
SMILES: [H]/N=C(N)\[N+](N)=P\N
Charge: +1
Energy relative to the best compared isomer or geometry (same formula, charge and spin) (kcal/mol): 2.9
HOMO (eV): -13.98
Multiplicity: 1

Geometry as XYZ:
```
14
Properties=species:S:1:pos:R:3:mulliken_charge:R:1
H 0.8160 2.4621 -0.9146 0.279
N 1.4238 1.8213 -0.2774 -0.621
C 1.1659 0.6299 0.0014 0.541
N 2.0204 -0.2416 0.6010 -0.370
N -0.2133 0.0300 -0.0865 0.263
N -0.3758 -1.2405 -0.6307 -0.638
P -1.2940 1.0758 0.4865 0.232
N -2.5696 0.1153 0.2812 -0.277
H 2.9212 0.1296 0.8633 0.239
H 1.7982 -1.0666 1.0118 0.137
H -0.1297 -1.1695 -1.7330 0.310
H 0.2147 -1.9513 -0.0979 0.289
H -3.4068 0.2185 0.7176 0.239
H -2.3709 -0.8131 -0.2223 0.375
```

| no. | total energy (Eh) | strongest force on any atom (eV/A) |
| --- | --- | --- |
| 1 | -494.52916 | 2.79 |
| 2 | -4763.74449 | 4.04 |
| 3 | -276.14247 | 3.08 |
| 4 | -496.05459 | 3.05 |
| 5 | -1146.58120 | 2.95 |
| 6 | -657.14625 | 4.06 |